Entry 1:
6 unconnected molecules or ions with the total composition C30H55B2O24P, computed with ωB97M-V/def2-TZVPD.

## Properties
Structure (SMILES): COB(O)C1=C(COO)C(=O)C(P(C)O)=C(B(O)OC)C1=O.CCOC(=O)OC.CCOC(=O)OC.CCOC(=O)OC.CCOC(=O)OC.CCOC(=O)OC
Energy: -3373.08018 Eh
M: 852.34 Da
HOMO energy: -8.81 eV
LUMO level: -1.360 eV
Largest force on an atom: 0.016 Eh/bohr

XYZ file:
```
112
Properties=species:S:1:pos:R:3:mulliken_charge:R:1
C 3.298 -0.714 3.866 -0.74
O 2.757 -0.484 2.558 -0.42
B 2.252 0.761 2.315 1.09
O 3.040 1.867 2.517 -0.61
C 0.783 0.913 1.740 0.33
C 0.499 1.323 0.490 0.41
C 1.547 1.639 -0.540 -1.27
O 1.558 3.028 -0.864 -0.12
O 1.303 3.224 -2.256 -0.40
C -0.936 1.465 0.083 0.28
O -1.274 2.231 -0.792 -0.57
C -1.932 0.631 0.822 0.66
P -3.519 0.148 0.076 -0.06
C -3.208 0.359 -1.707 -0.80
O -3.325 -1.509 0.244 -0.39
C -1.644 0.198 2.069 0.12
B -2.579 -0.733 2.944 0.94
O -2.257 -2.080 3.012 -0.60
O -3.626 -0.192 3.601 -0.65
C -4.602 -1.092 4.134 -0.64
C -0.330 0.562 2.655 -0.30
O -0.153 0.554 3.866 -0.67
H 3.057 0.096 4.558 0.30
H 2.873 -1.642 4.248 0.26
H 4.385 -0.805 3.812 0.28
H 2.510 2.653 2.697 0.35
H 2.545 1.363 -0.189 0.45
H 1.337 1.064 -1.450 0.37
H 2.156 2.999 -2.662 0.32
H -3.906 -0.292 -2.239 0.36
H -2.181 0.134 -1.997 0.06
H -3.415 1.402 -1.948 0.38
H -4.217 -1.885 0.230 0.22
H -2.433 -2.513 2.166 0.30
H -5.431 -0.506 4.530 0.22
H -4.992 -1.747 3.350 0.28
H -4.190 -1.692 4.947 0.28
C 2.590 -2.320 -5.149 -1.05
C 1.146 -1.875 -5.138 -0.31
O 0.388 -2.543 -4.110 -0.32
C 0.556 -2.072 -2.880 0.72
O 1.239 -1.133 -2.558 -0.62
O -0.187 -2.805 -2.050 -0.37
C -0.093 -2.432 -0.676 -0.35
H 2.658 -3.404 -5.237 0.31
H 3.115 -1.871 -5.992 0.40
H 3.099 -2.024 -4.232 0.29
H 0.648 -2.149 -6.065 0.32
H 1.056 -0.797 -5.008 0.30
H -0.293 -1.366 -0.572 0.00
H 0.884 -2.674 -0.261 0.43
H -0.863 -2.996 -0.157 0.14
C -6.596 2.019 10.127 -1.10
C -6.183 0.601 9.800 -0.18
O -5.567 0.507 8.505 -0.36
C -4.294 0.902 8.450 0.68
O -3.631 1.286 9.378 -0.57
O -3.880 0.785 7.191 -0.20
C -2.541 1.238 6.957 -0.42
H -7.239 2.417 9.341 0.29
H -7.143 2.040 11.069 0.36
H -5.726 2.666 10.219 0.32
H -7.052 -0.050 9.738 0.29
H -5.507 0.197 10.553 0.32
H -1.835 0.768 7.638 0.33
H -2.497 2.320 7.068 0.31
H -2.304 0.967 5.932 -0.05
C 4.271 9.465 -3.312 -1.08
C 3.702 9.923 -1.987 -0.19
O 2.472 9.253 -1.672 -0.38
C 2.604 8.013 -1.197 0.76
O 3.646 7.444 -0.991 -0.57
O 1.390 7.518 -0.987 -0.36
C 1.370 6.163 -0.513 -0.58
H 3.529 9.581 -4.103 0.29
H 5.149 10.058 -3.567 0.35
H 4.563 8.417 -3.268 0.31
H 3.439 10.978 -2.025 0.29
H 4.414 9.777 -1.175 0.31
H 1.990 6.059 0.374 0.30
H 1.711 5.486 -1.288 0.30
H 0.334 5.944 -0.272 0.29
C -3.214 -4.676 -3.990 -1.25
C -3.340 -4.302 -2.531 0.31
O -4.517 -3.508 -2.275 -0.18
C -5.662 -4.181 -2.210 0.73
O -5.802 -5.370 -2.320 -0.57
O -6.643 -3.302 -1.985 -0.32
C -7.953 -3.876 -1.938 -0.69
H -3.248 -3.783 -4.615 0.29
H -2.265 -5.185 -4.161 0.36
H -4.024 -5.338 -4.296 0.39
H -2.510 -3.667 -2.229 -0.24
H -3.349 -5.182 -1.889 0.39
H -7.990 -4.697 -1.225 0.31
H -8.245 -4.233 -2.924 0.30
H -8.616 -3.077 -1.622 0.23
C 7.182 -2.415 -2.534 -1.07
C 7.900 -2.097 -3.827 -0.19
O 8.513 -3.263 -4.402 -0.35
C 7.686 -4.081 -5.048 0.80
O 6.506 -3.914 -5.213 -0.55
O 8.392 -5.120 -5.493 -0.34
C 7.621 -6.111 -6.177 -0.62
H 7.860 -2.903 -1.834 0.32
H 6.812 -1.497 -2.078 0.34
H 6.336 -3.078 -2.711 0.29
H 8.726 -1.411 -3.652 0.29
H 7.229 -1.644 -4.557 0.29
H 7.037 -5.663 -6.978 0.29
H 6.959 -6.622 -5.480 0.29
H 8.340 -6.814 -6.588 0.22
```

Entry 2:
A gas-phase ion, C22H29N2O5S2 (charge +1) at a distorted geometry, computed with ωB97M-V/def2-TZVPD.

## Properties
Structure (SMILES): CC(=O)OCCCCCc1c[n+](S)cc2cc(CCCS)c(ON=O)c(C[C@@H]3CO3)c12
Energy: -2137.40255 Eh
M: 465.62 Da
Charge: +1
HOMO energy: -11.01 eV
LUMO level: -4.406 eV
Largest force on an atom: 0.058 Eh/bohr

XYZ file:
```
60
Properties=species:S:1:pos:R:3:mulliken_charge:R:1
C 4.609 2.464 0.428 -0.69
C 5.318 1.423 1.243 0.78
O 5.649 1.603 2.385 -0.54
O 5.542 0.243 0.593 -0.40
C 5.038 -0.912 1.276 -0.88
C 3.531 -0.982 1.147 0.33
C 2.930 -2.243 1.758 -1.15
C 1.412 -2.307 1.574 0.09
C 1.015 -2.612 0.121 -1.49
C -0.472 -2.634 -0.111 0.47
C -1.029 -3.862 0.023 -0.54
N -2.358 -4.104 -0.194 -0.21
S -2.975 -5.716 -0.010 -0.09
C -3.166 -3.132 -0.578 -0.37
C -2.690 -1.841 -0.746 0.25
C -3.605 -0.869 -1.191 -1.28
C -3.197 0.412 -1.394 0.60
C -4.171 1.435 -1.915 -1.05
C -4.213 2.781 -1.164 -0.53
C -3.664 3.957 -2.005 -0.71
S -2.767 5.212 -1.057 -0.16
C -1.845 0.705 -1.119 0.30
O -1.436 1.993 -1.355 -0.43
N -0.872 2.091 -2.733 0.24
O -0.091 2.923 -2.781 -0.22
C -0.912 -0.187 -0.635 1.11
C 0.434 0.393 -0.312 0.43
C 0.285 1.581 0.705 0.59
C 0.327 1.267 2.151 -1.06
O -0.904 1.708 1.385 -0.54
C -1.324 -1.533 -0.480 -0.29
H 3.551 2.454 0.691 -0.06
H 4.694 2.281 -0.640 0.34
H 5.015 3.447 0.644 0.37
H 5.510 -1.765 0.794 0.35
H 5.355 -0.900 2.319 0.42
H 3.101 -0.129 1.683 0.08
H 3.282 -0.855 0.092 0.25
H 3.395 -3.152 1.375 0.44
H 3.114 -2.197 2.832 0.39
H 0.936 -1.406 1.953 -0.19
H 1.065 -3.168 2.151 0.49
H 1.534 -1.979 -0.594 0.53
H 1.392 -3.615 -0.081 0.71
H -0.444 -4.726 0.291 0.54
H -3.293 -5.608 1.289 0.20
H -4.199 -3.391 -0.750 0.51
H -4.629 -1.149 -1.391 0.48
H -5.158 0.981 -1.844 0.40
H -3.998 1.577 -2.984 0.51
H -3.619 2.747 -0.256 0.31
H -5.247 3.031 -0.941 0.44
H -4.464 4.470 -2.534 0.41
H -2.994 3.583 -2.776 0.26
H -1.533 4.710 -1.165 0.06
H 1.137 -0.269 0.159 -1.54
H 0.888 0.868 -1.180 0.43
H 0.773 2.509 0.408 0.57
H -0.071 0.350 2.565 0.27
H 0.506 2.045 2.880 0.45
```

Entry 3:
A molecular structure, C11H19BF4IN3O2 at a distorted geometry, computed with ωB97M-V/def2-TZVPD.

## Properties
Energy: -1467.14478 Eh
M: 439.00 Da
HOMO energy: -6.50 eV
LUMO level: -0.071 eV
Largest force on an atom: 0.128 Eh/bohr

XYZ file:
```
41
Properties=species:S:1:pos:R:3:mulliken_charge:R:1
C 2.774 1.426 1.261 -0.85
N 3.024 0.568 0.058 -0.23
C 4.433 0.093 0.087 -0.98
B 2.056 -0.539 -0.060 0.35
O 2.391 -1.802 0.509 -0.38
C 0.584 -0.376 -0.798 -0.37
C -0.037 1.086 -0.526 -1.89
C -1.639 0.899 -0.743 2.01
C -1.831 0.876 -2.337 -1.22
C -2.429 2.099 -0.121 0.51
F -3.778 1.856 0.030 -0.26
F -1.853 2.607 1.036 -0.25
F -2.342 3.155 -1.038 -0.31
C -1.782 -0.554 -0.119 -1.25
C -2.661 -0.815 1.156 -1.12
C -2.179 -0.079 2.463 -0.41
F -0.777 0.154 2.515 -0.27
N -0.472 -1.297 -0.244 1.59
N -0.514 -2.653 -0.618 -1.20
C -0.505 -2.816 -1.876 0.76
O -0.220 -3.015 -2.983 -0.38
H 3.704 1.685 1.832 0.36
H 2.361 2.416 0.883 0.21
H 1.989 0.964 1.924 0.31
H 4.879 0.024 1.117 0.37
H 4.584 -0.911 -0.405 0.26
H 5.054 0.820 -0.529 0.31
H 2.206 -2.473 -0.250 0.23
H 0.757 -0.334 -1.909 0.26
H 0.184 1.305 0.552 0.38
H 0.348 1.927 -1.167 0.60
H -0.938 1.354 -2.840 0.29
H -2.802 1.351 -2.656 0.36
H -1.864 -0.181 -2.741 0.35
H -2.392 -1.082 -0.920 0.25
H -3.739 -0.510 0.992 0.39
H -2.703 -1.927 1.363 0.51
H -2.460 -0.745 3.336 0.37
H -2.714 0.897 2.665 0.27
H -0.171 -1.370 0.756 0.65
I 1.473 -4.086 0.343 -0.62
```

Entry 4:
2 unconnected molecules or ions with the total composition C8H12O2 at a distorted geometry, computed with ωB97M-V/def2-TZVPD.

## Properties
Structure (SMILES): Cc1ccc(O)cc1.CO
Energy: -462.44751 Eh
M: 140.18 Da
HOMO energy: -8.23 eV
LUMO level: 0.846 eV
Relative energy (zero: lowest compared OMol25 entry of this formula, charge and spin): 154.4 kJ/mol
Largest force on an atom: 0.062 Eh/bohr

XYZ file:
```
22
Properties=species:S:1:pos:R:3:mulliken_charge:R:1
C -0.473 -0.509 3.311 -1.29
C -0.571 -0.367 1.814 0.30
C 0.215 0.521 1.070 -0.29
C -0.213 1.219 -0.041 -0.58
C -1.412 0.847 -0.678 0.73
O -1.763 1.676 -1.708 -0.51
C -2.023 -0.274 -0.151 -0.53
C -1.616 -0.888 1.001 -0.50
H -1.315 0.143 3.629 0.28
H 0.424 -0.011 3.638 0.36
H -0.677 -1.455 3.755 0.37
H 1.251 0.716 1.372 0.31
H 0.379 1.954 -0.564 0.46
H -2.710 1.581 -1.898 0.32
H -2.972 -0.645 -0.613 0.23
H -1.974 -1.836 1.372 0.37
C 2.290 -0.594 -2.281 -0.31
O 2.882 -0.213 -3.548 -0.55
H 2.986 -0.309 -1.508 0.23
H 1.358 -0.100 -2.307 0.10
H 2.214 -1.703 -2.177 0.23
H 3.719 0.247 -3.487 0.30
```